19
Properties=species:S:1:pos:R:3:lowdin_charge:R:1 method="wB97M-V/def2-TZVPD" lumo_energy_ha=0.03414 de_lowest_ev=0.894 gap_ev=10.357 smiles=CCOCC.N total_energy_ha=-290.16407 spin_multiplicity=1 homo_ev=-9.43 largest_force_ev_per_a=0.7
C 0.265 0.223 -1.796 -0.10
C 1.397 -0.775 -1.859 -0.26
O 1.317 -1.860 -0.933 -0.16
C 0.110 -2.093 -0.239 -0.31
C 0.337 -3.244 0.704 -0.08
H -0.699 -0.169 -2.102 0.07
H 0.225 0.655 -0.802 0.07
H 0.500 1.095 -2.414 0.08
H 2.332 -0.238 -1.634 0.12
H 1.538 -1.210 -2.838 0.11
H -0.713 -2.312 -0.929 0.12
H -0.222 -1.203 0.299 0.11
H -0.455 -3.336 1.449 0.07
H 1.268 -3.128 1.256 0.08
H 0.419 -4.195 0.176 0.08
N -1.845 5.372 3.178 0.00
H -2.787 5.738 3.117 0.00
H -1.217 6.089 2.831 0.00
H -1.769 4.592 2.537 0.00